{
  "formula": "C17H67ClN3O14P",
  "method": "ωB97M-V/def2-TZVPD",
  "symbols": ["Cl", "P", "O", "O", "O", "O", "O", "O", "O", "O", "O", "O", "O", "O", "O", "O", "N", "N", "N", "C", "C", "C", "C", "C", "C", "C", "C", "C", "C", "C", "C", "C", "C", "C", "C", "C", "H", "H", "H", "H", "H", "H", "H", "H", "H", "H", "H", "H", "H", "H", "H", "H", "H", "H", "H", "H", "H", "H", "H", "H", "H", "H", "H", "H", "H", "H", "H", "H", "H", "H", "H", "H", "H", "H", "H", "H", "H", "H", "H", "H", "H", "H", "H", "H", "H", "H", "H", "H", "H", "H", "H", "H", "H", "H", "H", "H", "H", "H", "H", "H", "H", "H", "H"],
  "xyz": [[0.929266, 3.088424, 3.217062], [2.963325, 2.873217, 3.684340], [5.200565, 4.889122, 7.728122], [-1.274811, 2.231702, -3.856830], [-0.825954, -5.121004, -3.447933], [0.064709, 0.454389, -0.399972], [-2.732899, -2.467341, 1.098437], [-1.155309, 1.238730, -8.189509], [2.604321, -3.058646, -2.627390], [-4.402270, -0.625026, 5.610275], [6.319475, 6.064950, -0.559853], [-1.533607, -8.736988, -5.616205], [-4.414495, -3.342618, 3.095225], [-2.890996, 0.399351, 2.662247], [-5.902107, 3.003928, 4.674232], [0.268496, -0.579181, -3.725931], [3.440980, 1.364764, 0.781971], [2.246943, 3.432056, 0.441970], [4.584959, 3.230101, -0.130861], [7.656874, 5.570215, -0.584873], [3.513741, 2.828476, 0.849026], [5.322470, 3.615091, 8.356860], [-2.588650, -9.056351, -6.519145], [-4.309295, -4.626111, 3.698757], [3.282338, 4.258704, 4.903572], [-1.394880, -6.401985, -3.725911], [4.031646, 3.326228, 2.214921], [0.160875, -0.837346, 0.215551], [-5.766142, -0.376918, 5.277760], [0.182019, 0.748953, -8.166871], [-2.192710, 1.569100, -4.720926], [-3.391396, 0.885416, 1.415826], [-3.584083, -2.987554, 0.091162], [2.023094, -4.333092, -2.907187], [-4.577226, 3.471138, 4.433064], [1.596155, -0.121653, -3.982379], [-3.907740, 3.129816, 5.227727], [-2.106674, 0.909144, 2.875730], [-2.989955, -3.621913, -0.565219], [6.315287, 3.502387, 8.799986], [0.052459, -1.598250, -0.554897], [-4.022287, -2.174411, -0.497184], [1.117805, -4.468817, -2.320489], [2.687853, 1.102645, 0.154152], [4.892465, 4.141040, 0.188642], [1.134760, -0.951643, 0.699475], [1.934282, -0.556170, -4.920489], [-3.868239, -0.052720, 5.051331], [0.211446, -0.130295, -7.526820], [1.954885, -2.396203, -2.868555], [-3.654488, 1.943296, 1.496749], [1.612638, 0.969447, -4.063851], [1.786599, -4.413636, -3.969913], [7.938741, 5.286838, -1.601990], [7.707221, 4.692265, 0.054809], [-1.627254, -6.488045, -4.785712], [0.858881, 1.507449, -7.763585], [5.181815, 2.845912, 7.600435], [-0.635827, -0.958754, 0.951158], [-5.094013, -4.760605, 4.448192], [-4.426114, -5.378875, 2.921773], [4.200114, 3.295504, -1.060633], [2.075347, 3.294419, -0.539759], [-1.168130, 2.011905, -8.754594], [6.287340, 6.836071, -1.126782], [5.011546, 2.855720, 2.366804], [-2.596500, 0.681890, -4.225388], [4.559565, 3.497643, 9.130675], [-4.280985, 0.313428, 1.159068], [-0.671881, -7.167649, -3.457998], [-1.073387, -9.552759, -5.413948], [-2.304518, -6.544690, -3.134625], [-2.185598, -9.485579, -7.440110], [2.462786, 4.373269, 5.619328], [0.161072, 1.108729, 0.295811], [-6.181763, 3.369375, 5.514723], [-4.237077, 3.067388, 3.482381], [4.281111, 1.082550, 0.294928], [-4.308746, -2.689171, 3.794331], [2.261796, -0.439404, -3.175932], [5.325406, 5.555603, 8.404327], [-4.569313, 4.563050, 4.382845], [-0.011671, -0.186647, -2.891615], [-5.943691, -0.611912, 4.224142], [0.502817, 0.468718, -9.173780], [-6.013691, 0.667865, 5.468017], [-3.269795, -1.916014, 1.666340], [-6.394377, -1.014902, 5.896981], [2.744157, -5.104613, -2.640449], [-3.329301, -4.745625, 4.167291], [-3.006378, 2.253987, -4.950879], [-1.475889, -4.459959, -3.691216], [2.254413, 4.407741, 0.692821], [-2.634695, 0.748181, 0.639257], [-0.569203, 1.609756, -3.669993], [-1.690255, 1.283587, -5.646905], [8.349654, 6.327581, -0.208901], [3.281103, 5.198730, 4.318705], [-3.283997, -9.762954, -6.058481], [-4.381769, -3.582941, 0.542729], [-3.121433, -8.138646, -6.758577], [4.189165, 4.421048, 2.231933], [4.246687, 4.157585, 5.407071]],
  "forces_ev_per_angstrom": [[0.390, 0.578, 0.036], [0.606, -1.517, 1.147], [-0.025, -0.264, -0.166], [-0.138, 0.323, 0.065], [-0.033, -0.265, 0.079], [0.080, -0.172, -0.357], [0.423, 0.012, -0.678], [0.074, -0.246, 0.134], [0.293, -0.111, 0.054], [-0.030, -0.222, 0.046], [0.019, -0.248, 0.183], [-0.193, 0.042, -0.159], [-0.313, -0.042, 0.193], [-0.327, -0.084, 0.127], [0.131, -0.062, -0.249], [0.049, 0.052, -0.113], [-0.443, 0.356, -0.022], [-0.003, -0.679, 1.308], [0.282, -0.127, 1.477], [-0.098, 0.211, -0.123], [0.867, 0.252, -1.908], [0.016, 0.293, 0.107], [0.224, -0.183, 0.141], [0.041, 0.303, 0.076], [-0.568, 0.871, -1.543], [-0.198, 0.496, -0.010], [-1.096, 0.749, 0.165], [0.047, 0.232, 0.289], [0.200, 0.127, -0.067], [-0.139, 0.237, -0.126], [0.328, -0.178, 0.080], [0.338, 0.062, 0.086], [0.016, 0.145, 0.293], [0.051, 0.315, 0.068], [-0.229, 0.057, 0.277], [-0.212, 0.082, 0.273], [0.139, 0.079, -0.098], [0.171, -0.032, 0.060], [0.048, 0.037, 0.028], [-0.035, -0.142, 0.019], [-0.037, 0.078, -0.026], [-0.073, -0.109, -0.128], [-0.027, -0.161, -0.090], [-0.259, -0.030, 0.190], [0.235, 0.262, -0.725], [-0.035, -0.113, -0.012], [-0.070, -0.030, 0.021], [0.082, -0.021, -0.128], [-0.082, 0.025, 0.005], [-0.177, 0.025, -0.025], [-0.072, -0.027, -0.142], [0.186, -0.014, -0.053], [-0.089, -0.158, 0.046], [0.113, -0.062, 0.062], [-0.088, 0.014, -0.013], [0.004, -0.171, 0.034], [0.108, -0.104, 0.001], [-0.013, 0.066, -0.034], [0.027, -0.218, -0.051], [0.043, -0.144, 0.017], [0.002, 0.061, -0.038], [-0.066, 0.176, -0.128], [0.067, 0.153, -0.229], [-0.082, 0.140, -0.070], [-0.089, 0.137, -0.070], [-0.313, -0.041, 0.208], [-0.109, -0.022, -0.151], [0.040, -0.144, 0.005], [0.017, -0.002, 0.064], [0.051, 0.083, -0.017], [0.124, -0.087, 0.065], [0.013, -0.172, -0.042], [-0.141, 0.015, -0.058], [0.225, -0.444, -0.017], [0.060, 0.232, 0.035], [-0.125, 0.034, 0.113], [-0.093, -0.046, 0.016], [0.210, -0.191, 0.220], [0.017, 0.082, 0.092], [0.187, 0.168, -0.105], [0.011, 0.171, 0.050], [0.192, -0.016, -0.045], [-0.019, -0.163, 0.275], [-0.185, 0.059, 0.024], [0.125, -0.061, 0.065], [-0.167, -0.042, -0.115], [-0.039, -0.027, 0.367], [0.109, -0.056, 0.012], [0.074, 0.109, 0.009], [-0.031, -0.141, 0.018], [0.061, 0.058, 0.064], [-0.043, 0.148, -0.025], [-0.211, 0.200, -0.249], [-0.150, 0.047, -0.135], [0.033, -0.068, -0.053], [-0.226, -0.075, -0.078], [0.089, -0.098, -0.004], [0.195, -0.150, 0.395], [-0.091, 0.025, -0.119], [-0.058, -0.024, -0.110], [0.058, 0.022, 0.051], [-0.068, -0.311, -0.356], [-0.180, -0.180, -0.080]],
  "de_lowest_kcal_mol": 23.9,
  "max_force_ev_per_a": 2.11,
  "e_lumo_ev": 0.54,
  "charge": 0,
  "homo_lumo_gap_ev": 8.7
}